This record from OMol25 describes a structure of composition C18H38AgO5 at a distorted geometry. The level of theory is ωB97M-V with the def2-TZVPD basis set.

Values from the calculation:
* LUMO (alpha / beta): 0.39 / -1.61 eV
* gap between HOMO and LUMO (alpha / beta): 6.444 / 4.395 eV
* 2S+1: 2

Cartesian coordinates (Å):
Ag1 0.589 0.291 0.153
C1 2.408 -2.538 0.783
C2 3.456 -1.766 0.107
C3 4.081 -2.477 -1.119
O1 3.005 -0.502 -0.208
H1 2.731 -3.490 1.205
H2 1.470 -2.712 0.256
H3 2.128 -2.031 1.707
H4 4.369 -1.672 0.694
H5 4.831 -1.855 -1.606
H6 3.287 -2.682 -1.837
H7 4.709 -3.338 -0.891
C4 0.268 3.306 -3.352
C5 0.250 3.213 -1.914
C6 -1.132 3.142 -1.423
O2 1.153 2.276 -1.414
H8 1.240 3.609 -3.739
H9 -0.518 4.022 -3.592
H10 -0.078 2.396 -3.842
H11 0.586 4.210 -1.629
H12 -1.775 4.020 -1.480
H13 -1.219 2.849 -0.377
H14 -1.696 2.376 -1.955
C7 -0.440 -2.737 -3.648
C8 -1.260 -1.488 -3.784
C9 -0.875 -0.674 -2.548
O3 0.090 -1.452 -1.812
C10 -0.101 -2.809 -2.190
H15 0.396 -2.554 -4.324
H16 -0.911 -3.689 -3.891
H17 -2.318 -1.751 -3.777
H18 -1.128 -0.910 -4.699
H19 -1.794 -0.582 -1.968
H20 -0.534 0.327 -2.812
H21 -0.911 -3.221 -1.588
H22 0.629 -3.561 -1.888
C11 1.075 2.119 4.130
C12 -0.259 2.752 3.708
C13 -0.040 2.980 2.260
O4 0.687 1.883 1.858
C14 1.651 1.623 2.801
H23 0.925 1.334 4.872
H24 1.675 2.878 4.631
H25 -0.779 3.554 4.233
H26 -1.010 1.974 3.847
H27 0.407 3.960 2.090
H28 -1.033 3.014 1.811
H29 2.432 2.367 2.642
H30 2.150 0.663 2.929
C15 -2.688 -1.854 2.571
C16 -3.497 -0.895 1.809
C17 -2.456 -0.124 1.013
O5 -1.392 -1.108 0.839
C18 -1.500 -2.280 1.679
H31 -3.437 -2.590 2.863
H32 -2.401 -1.398 3.519
H33 -4.107 -0.208 2.394
H34 -4.181 -1.376 1.109
H35 -1.998 0.775 1.427
H36 -2.768 0.043 -0.017
H37 -0.628 -2.493 2.297
H38 -1.815 -3.141 1.091

Results of the natural (NBO) charge analysis, in e, for atoms 1 through 2: 0.887, -0.646



This record from OMol25 describes a structure of composition C18H38BBrO14V at a distorted geometry. The level of theory is ωB97M-V with the def2-TZVPD basis set.

Values from the calculation:
* LUMO (alpha / beta): -6.64 / -6.38 eV
* gap between HOMO and LUMO (alpha / beta): 2.063 / 2.324 eV
* 2S+1: 2

Cartesian coordinates (Å):
O1 1.117 0.952 1.008
V1 -0.227 1.758 1.001
Br1 0.872 5.483 0.821
O2 -2.666 -5.027 1.686
C1 -2.223 -5.043 0.535
O3 -2.123 -6.131 -0.203
B1 -1.519 -5.750 -1.518
O4 -1.466 -4.282 -1.483
C2 -1.749 -3.818 -0.277
O5 -1.678 -2.644 0.163
O6 -2.288 -6.240 -2.705
C3 -1.536 -7.087 -3.419
O7 -1.836 -7.718 -4.381
C4 -0.146 -7.170 -2.696
O8 -0.120 -6.269 -1.692
O9 0.778 -7.888 -3.047
C5 -6.200 4.658 1.338
C6 -4.966 4.426 2.176
C7 -5.380 4.143 3.579
O10 -4.352 3.239 1.744
H1 -5.919 4.797 0.294
H2 -6.758 5.555 1.607
H3 -7.024 3.955 1.463
H4 -4.261 5.255 2.097
H5 -4.493 3.968 4.187
H6 -5.978 3.242 3.716
H7 -5.976 4.947 4.011
H8 -5.058 2.595 1.838
C8 -1.128 3.678 -4.700
C9 -2.118 2.763 -3.951
C10 -2.743 1.817 -4.956
O11 -1.431 1.999 -2.940
H9 -0.850 4.419 -3.950
H10 -1.634 4.144 -5.545
H11 -0.222 3.208 -5.081
H12 -2.974 3.220 -3.455
H13 -3.611 1.307 -4.539
H14 -1.995 1.081 -5.250
H15 -3.179 2.463 -5.717
H16 -0.729 1.572 -3.437
C11 4.067 -1.187 -5.351
C12 3.281 -1.289 -4.054
C13 3.955 -2.249 -3.078
O12 3.038 -0.014 -3.452
H17 4.912 -0.500 -5.313
H18 3.429 -0.952 -6.202
H19 4.583 -2.112 -5.609
H20 2.314 -1.715 -4.324
H21 4.921 -1.838 -2.785
H22 4.148 -3.231 -3.510
H23 3.352 -2.444 -2.191
H24 3.927 0.339 -3.363
C14 6.551 -0.545 2.377
C15 6.192 -0.017 3.748
C16 6.252 1.571 3.791
O13 4.941 -0.502 4.105
H25 7.541 -0.204 2.074
H26 5.906 -0.112 1.612
H27 6.495 -1.632 2.317
H28 6.953 -0.359 4.449
H29 5.798 1.964 4.700
H30 5.659 1.924 2.947
H31 7.274 1.940 3.694
H32 5.014 -1.432 4.328
C17 -2.369 -0.597 5.890
C18 -0.990 -0.128 5.417
O14 -1.047 1.074 4.763
H33 -2.355 -1.533 6.450
H34 -3.089 -0.742 5.084
H35 -2.787 0.191 6.516
H36 -0.589 -0.940 4.810
H37 -0.389 0.038 6.311
H38 -1.097 1.657 5.525

Results of the Mulliken charge analysis, in e, for atoms 1 through 2: -0.432, 1.696



This record from OMol25 describes a structure of composition C18H38BaOP2 at a distorted geometry. The level of theory is ωB97M-V with the def2-TZVPD basis set.

Values from the calculation:
* energy above the lowest of the compared OMol25 structures with the same formula, charge and spin: 0.00 kJ/mol
* LUMO: -0.43 eV
* gap between HOMO and LUMO: 4.625 eV
* 2S+1: 1

Cartesian coordinates (Å):
P1 -1.222 2.096 0.510
P2 1.712 -1.023 0.764
C1 -0.759 0.397 -0.173
C2 -0.125 -0.733 0.685
H1 -0.228 0.526 -1.140
H2 -1.731 0.042 -0.500
H3 -0.470 -0.622 1.724
H4 -0.539 -1.673 0.301
C3 1.983 -1.532 -1.001
H5 3.033 -1.512 -1.316
H6 1.372 -0.953 -1.719
H7 1.655 -2.578 -1.057
C4 1.918 -2.648 1.601
H8 1.754 -3.502 0.931
H9 1.218 -2.715 2.446
H10 2.937 -2.742 1.991
C5 -2.261 2.593 -0.945
H11 -2.358 3.682 -0.973
H12 -3.266 2.145 -0.863
H13 -1.785 2.263 -1.881
C6 -2.571 1.695 1.658
H14 -2.212 0.974 2.396
H15 -3.460 1.308 1.145
H16 -2.855 2.604 2.197
Ba1 1.983 1.771 -0.578
C7 -1.435 -3.603 -0.565
C8 -0.937 -3.283 -1.772
C9 -1.774 -3.235 -3.003
C10 -3.090 -2.394 -2.890
C11 -3.069 -1.284 -1.893
C12 -3.447 -1.402 -0.607
C13 -3.821 -2.702 0.017
C14 -2.860 -3.915 -0.271
C15 1.197 4.274 0.659
H17 -0.766 -3.829 0.272
H18 0.134 -3.278 -1.960
H19 -2.056 -4.262 -3.321
H20 -1.155 -2.795 -3.800
H21 -3.201 -1.933 -3.880
H22 -3.943 -3.082 -2.731
H23 -2.812 -0.318 -2.335
H24 -3.735 -0.530 -0.019
H25 -4.828 -3.006 -0.328
H26 -3.894 -2.551 1.107
H27 -2.887 -4.508 0.662
H28 -3.315 -4.528 -1.075
H29 1.852 3.963 1.482
H30 0.194 4.562 0.998
H31 1.676 5.033 0.031
C16 5.323 4.136 0.693
C17 4.843 2.937 1.512
C18 4.639 3.366 2.964
O1 3.730 2.332 0.873
H32 4.532 4.900 0.674
H33 5.540 3.850 -0.340
H34 6.241 4.611 1.086
H35 5.619 2.160 1.503
H36 3.842 4.119 3.036
H37 4.397 2.529 3.609
H38 5.542 3.805 3.406

Results of the Mulliken charge analysis, in e, for atoms 1 through 2: 0.610, 0.097



This record from OMol25 describes a structure of composition C18H38N3OPPbSSi at a distorted geometry. The level of theory is ωB97M-V with the def2-TZVPD basis set.

Values from the calculation:
* energy above the lowest of the compared OMol25 structures with the same formula, charge and spin: 4.88 kJ/mol
* LUMO (alpha / beta): -0.08 / -0.04 eV
* gap between HOMO and LUMO (alpha / beta): 5.325 / 5.651 eV
* 2S+1: 1

Cartesian coordinates (Å):
Pb1 -0.159 -0.237 -0.232
Si1 2.572 -0.535 -2.052
P1 -0.578 0.217 -3.562
N1 1.247 -1.372 -1.325
H1 1.003 -0.139 1.266
C1 -2.285 0.694 -3.907
H2 -2.358 1.047 -4.943
H3 -2.577 1.492 -3.215
H4 -2.944 -0.171 -3.768
C2 0.267 1.622 -4.363
H5 -0.195 1.798 -5.348
H6 1.339 1.419 -4.495
H7 0.139 2.521 -3.738
C3 -0.368 -1.024 -4.894
H8 -0.719 -0.612 -5.848
H9 -0.957 -1.915 -4.653
H10 0.678 -1.323 -4.991
C4 2.611 1.318 -1.597
H11 2.074 1.505 -0.656
H12 2.227 1.955 -2.408
H13 3.680 1.548 -1.458
H14 3.836 -1.071 -1.485
H15 2.561 -0.552 -3.541
C5 0.961 -2.725 -1.495
C6 -0.616 -4.551 -1.339
C7 -0.324 -3.211 -1.175
C8 1.949 -3.620 -1.959
C9 1.635 -4.962 -2.117
C10 0.352 -5.454 -1.797
H16 -1.631 -4.869 -1.077
H17 -1.137 -2.524 -0.862
H18 2.964 -3.267 -2.203
H19 2.369 -5.688 -2.474
H20 0.081 -6.497 -1.920
C11 -1.250 3.764 -0.872
O1 -1.469 3.249 -1.982
C12 -2.153 3.417 0.342
H21 -2.206 4.107 1.169
H22 -1.795 2.462 0.810
H23 -3.201 3.283 0.059
C13 0.182 4.009 -0.299
H24 0.753 4.864 -0.675
H25 0.730 3.066 -0.478
H26 0.223 4.094 0.774
C14 -1.974 -2.096 4.733
C15 -0.607 -1.460 4.704
N2 -0.385 -0.820 3.406
C16 0.755 -0.049 3.326
S1 1.920 -0.735 2.089
N3 0.811 1.052 4.076
C17 -0.395 1.767 4.606
C18 0.022 2.678 5.746
H27 -2.759 -1.404 4.419
H28 -2.178 -2.396 5.761
H29 -2.034 -2.989 4.105
H30 -0.520 -0.694 5.477
H31 0.163 -2.233 4.856
H32 -0.373 -1.547 2.673
H33 1.646 1.625 3.957
H34 -0.830 2.359 3.786
H35 -1.155 1.046 4.922
H36 0.694 3.466 5.395
H37 -0.834 3.182 6.208
H38 0.525 2.118 6.539

Results of the natural (NBO) charge analysis, in e, for atoms 1 through 2: 0.652, 1.340



This record from OMol25 describes a structure of composition C18H38N3OPPbSSi at a distorted geometry. The level of theory is ωB97M-V with the def2-TZVPD basis set.

Values from the calculation:
* energy above the lowest of the compared OMol25 structures with the same formula, charge and spin: 1055.33 kJ/mol
* LUMO: 0.08 eV
* gap between HOMO and LUMO: 5.374 eV
* 2S+1: 1

Cartesian coordinates (Å):
Pb1 0.000 0.000 0.000
Si1 1.819 1.799 0.293
P1 0.564 -0.035 -2.404
N1 1.113 -1.296 0.432
H1 -1.582 -0.632 -0.538
C1 -0.502 -1.010 -3.569
H2 -0.111 -1.009 -4.603
H3 -1.519 -0.583 -3.555
H4 -0.567 -2.045 -3.195
C2 0.683 1.589 -3.284
H5 0.933 1.452 -4.351
H6 1.464 2.195 -2.795
H7 -0.277 2.122 -3.196
C3 2.232 -0.771 -2.696
H8 2.485 -0.788 -3.771
H9 2.241 -1.798 -2.295
H10 2.973 -0.173 -2.141
C4 1.326 3.643 0.030
H11 0.500 3.934 0.705
H12 0.975 3.812 -1.004
H13 2.177 4.323 0.218
H14 2.474 1.804 1.666
H15 3.050 1.649 -0.591
C5 2.089 -2.186 0.803
C6 2.786 -4.452 1.379
C7 1.782 -3.556 0.995
C8 3.421 -1.739 1.002
C9 4.414 -2.646 1.379
C10 4.103 -4.004 1.571
H16 2.541 -5.509 1.526
H17 0.752 -3.887 0.837
H18 3.640 -0.677 0.854
H19 5.440 -2.293 1.529
H20 4.885 -4.710 1.869
C11 -2.281 2.311 -0.531
O1 -1.120 1.862 -0.536
C12 -3.404 1.538 0.095
H21 -4.381 1.804 -0.340
H22 -3.447 1.752 1.179
H23 -3.161 0.461 -0.023
C13 -2.558 3.636 -1.192
H24 -3.235 3.486 -2.055
H25 -1.620 4.102 -1.528
H26 -3.084 4.312 -0.493
C14 -3.249 -2.542 1.178
N2 -3.352 -1.746 2.403
C15 -4.391 -2.140 3.336
C16 -2.426 -0.629 2.612
S1 -1.340 -0.348 1.443
N3 -2.368 0.255 3.786
C17 -3.221 0.239 4.972
C18 -1.344 1.301 3.827
H27 -3.988 -3.368 1.127
H28 -2.241 -3.004 1.110
H29 -3.428 -1.902 0.290
H30 -3.934 -2.468 4.293
H31 -5.130 -1.319 3.447
H32 -4.980 -3.012 2.981
H33 -2.592 0.072 5.873
H34 -3.725 1.224 5.073
H35 -4.010 -0.495 5.021
H36 -0.332 0.846 3.783
H37 -1.479 2.001 2.974
H38 -1.392 1.906 4.760

Results of the Mulliken charge analysis, in e, for atoms 1 through 2: 1.392, 0.807



This record from OMol25 describes a structure of composition C18H38N5O13V at a distorted geometry. The level of theory is ωB97M-V with the def2-TZVPD basis set.

Values from the calculation:
* energy above the lowest of the compared OMol25 structures with the same formula, charge and spin: 519.43 kJ/mol
* LUMO: 3.84 eV
* charge: -2
* gap between HOMO and LUMO: 5.905 eV
* 2S+1: 1

Cartesian coordinates (Å):
O1 0.643 1.028 3.294
V1 0.416 1.444 1.805
O2 0.657 0.052 0.953
N1 1.220 3.194 -1.260
O3 1.926 2.516 -2.051
O4 0.616 2.677 -0.312
O5 1.405 4.432 -1.229
N2 3.366 2.760 1.020
O6 2.614 2.014 1.678
O7 4.180 2.195 0.278
O8 3.318 3.987 1.142
N3 0.330 4.790 2.848
O9 0.606 5.405 1.783
O10 -0.094 3.640 2.758
O11 0.539 5.371 3.916
C1 2.065 -0.207 -4.534
C2 2.271 -1.602 -3.816
C3 2.894 -2.424 -4.884
C4 3.477 -3.688 -4.353
C5 4.563 -3.451 -3.224
C6 3.871 -2.724 -2.046
N4 3.182 -1.498 -2.625
O12 2.672 -0.478 -1.818
C7 2.850 -3.605 -1.278
C8 4.931 -2.344 -0.976
C9 0.883 -2.302 -3.560
H1 1.640 0.530 -3.852
H2 1.228 -0.415 -5.200
H3 2.881 0.215 -5.122
H4 2.167 -2.669 -5.658
H5 3.791 -1.949 -5.280
H6 3.873 -4.360 -5.115
H7 2.755 -4.313 -3.827
H8 5.435 -2.853 -3.487
H9 4.893 -4.464 -2.991
H10 2.462 -3.004 -0.455
H11 2.033 -4.093 -1.809
H12 3.530 -4.361 -0.884
H13 5.306 -3.185 -0.393
H14 5.817 -1.952 -1.476
H15 4.591 -1.602 -0.254
H16 0.896 -3.385 -3.441
H17 0.198 -2.027 -4.362
H18 0.393 -1.832 -2.707
H19 1.886 -0.894 -1.458
C10 -3.310 3.252 1.227
C11 -3.593 2.166 2.237
C12 -5.019 1.792 2.006
C13 -5.722 0.474 2.567
C14 -4.809 -0.754 2.384
C15 -3.274 -0.224 2.624
N5 -2.693 1.008 2.030
O13 -1.982 0.832 0.915
C16 -3.015 -0.284 4.134
C17 -2.567 -1.505 2.155
C18 -3.571 2.734 3.686
H20 -2.482 3.902 1.506
H21 -2.947 2.818 0.296
H22 -4.176 3.804 0.862
H23 -5.566 2.657 2.379
H24 -5.071 1.752 0.918
H25 -6.030 0.569 3.609
H26 -6.631 0.143 2.065
H27 -4.958 -1.162 1.385
H28 -5.051 -1.459 3.180
H29 -3.809 0.229 4.678
H30 -2.140 0.289 4.440
H31 -2.752 -1.299 4.433
H32 -1.498 -1.295 2.174
H33 -2.675 -1.929 1.157
H34 -2.805 -2.355 2.794
H35 -3.498 3.820 3.750
H36 -4.350 2.423 4.382
H37 -2.555 2.516 4.016
H38 -2.624 0.517 0.273

Results of the Mulliken charge analysis, in e, for atoms 1 through 2: -0.432, 1.466



This record from OMol25 describes a cluster of 2 separate species, C18H39BBrIN3O9S2 in total at a distorted geometry. The level of theory is ωB97M-V with the def2-TZVPD basis set.

Values from the calculation:
* energy above the lowest of the compared OMol25 structures with the same formula, charge and spin: 0.00 kJ/mol
* LUMO: -6.03 eV
* charge: +1
* gap between HOMO and LUMO: 4.833 eV
* 2S+1: 1

Cartesian coordinates (Å):
C1 -1.577 4.965 -0.944
C2 -2.131 3.541 -0.928
C3 -1.074 2.588 -0.376
C4 -1.478 1.147 -0.065
Br1 -3.134 0.719 -1.008
O1 -1.739 0.834 1.227
C5 -0.562 0.268 1.959
C6 -0.150 1.398 2.901
C7 -1.139 1.725 4.037
C8 -2.344 2.616 3.688
S1 -3.941 1.871 3.917
O2 -3.808 0.696 4.721
O3 -4.865 2.878 4.322
O4 -4.287 1.441 2.421
C9 -1.184 -0.908 2.700
O5 -0.339 -1.212 3.783
C10 -0.440 -2.565 4.238
C11 0.748 -2.857 5.141
C12 0.426 -0.047 0.769
C13 1.090 -1.430 0.968
N1 2.278 -1.696 0.172
B1 1.697 0.986 0.902
C14 2.806 0.783 1.984
O6 1.817 2.066 0.054
N2 -0.463 0.036 -0.461
I1 -1.801 -1.797 -0.808
C15 0.188 0.265 -1.770
S2 0.820 -1.115 -2.797
O7 2.154 -0.694 -3.104
O8 -0.126 -1.340 -3.839
H1 -2.302 5.615 -1.427
H2 -0.646 5.026 -1.506
H3 -1.436 5.352 0.065
H4 -2.403 3.277 -1.948
H5 -3.022 3.533 -0.301
H6 -0.766 3.010 0.580
H7 -0.205 2.624 -1.021
H8 0.783 1.160 3.400
H9 -0.011 2.319 2.333
H10 -1.440 0.834 4.577
H11 -0.548 2.303 4.746
H12 -2.384 3.472 4.357
H13 -2.278 3.012 2.678
H14 -5.201 1.105 2.431
H15 -2.168 -0.583 3.050
H16 -1.344 -1.782 2.068
H17 -1.382 -2.677 4.778
H18 -0.436 -3.236 3.374
H19 1.173 -1.911 5.473
H20 1.519 -3.400 4.600
H21 0.449 -3.429 6.014
H22 0.361 -2.215 0.788
H23 1.365 -1.526 2.015
H24 2.341 -1.279 -0.741
H25 3.145 -1.570 0.668
H26 3.704 0.384 1.511
H27 2.537 0.173 2.843
H28 3.097 1.767 2.363
H29 1.765 2.910 0.526
H30 -0.555 0.717 -2.430
H31 1.018 0.958 -1.689
H32 0.928 -2.185 -1.978
C16 2.222 -1.980 -6.301
C17 2.692 -2.378 -7.684
O9 3.219 -1.579 -8.434
N3 2.500 -3.671 -8.063
C18 1.894 -4.747 -7.308
H33 2.452 -0.927 -6.168
H34 1.147 -2.119 -6.192
H35 2.741 -2.549 -5.528
H36 2.834 -3.871 -8.993
H37 2.600 -5.568 -7.167
H38 1.018 -5.140 -7.828
H39 1.582 -4.390 -6.332

Results of the Mulliken charge analysis, in e, for atoms 1 through 2: -1.499, -0.715



Number 1: calculated total energy -1231.5245 hartree. Number 2: calculated total energy -5304.7581 hartree. Number 3: calculated total energy -1491.8987 hartree. Number 4: calculated total energy -2169.8809 hartree. Number 5: calculated total energy -2169.4808 hartree. Number 6: calculated total energy -2904.0241 hartree. Number 7: calculated total energy -5243.2784 hartree.